The following is a DFT calculation (the ωB97M-V functional and the def2-TZVPD basis) of the molecule C4H6O2S at a distorted geometry.

```
13
Properties=species:S:1:pos:R:3:forces:R:3:nbo_charge:R:1
H -1.631812 -0.725263 0.554512 0.24 3.37 2.56 0.301
H -0.775197 0.425196 2.054179 -1.13 -0.08 -1.64 0.240
C -1.437789 0.387765 1.112033 -2.80 -0.30 -0.64 -0.817
H 0.767001 0.506865 -1.619597 0.96 0.26 -2.15 0.249
C 1.771891 0.216096 0.170819 0.02 -1.18 3.73 0.414
S -0.799185 1.322441 -0.326252 0.83 -1.37 1.26 0.255
O 1.864678 -0.479065 1.246302 0.22 3.06 -4.60 -0.522
H 2.489168 0.994501 -0.260127 -0.07 -0.99 1.29 0.144
O -0.995092 -1.672106 -0.625645 2.67 -0.93 -1.50 -0.523
H -2.505510 0.974795 1.235069 2.60 -1.75 0.28 0.229
C 0.550781 0.123777 -0.679077 -0.05 -1.29 0.28 -0.569
C 0.200110 -1.386226 -0.771498 -3.46 0.78 1.54 0.437
H 0.976659 -2.174263 -0.702915 -0.04 0.44 -0.42 0.162
```
Forces are in eV/Å.

Properties
energy above the lowest of the compared OMol25 structures with the same formula, charge and spin: 65.2 kcal per mole
Kohn-Sham gap: 9.01 eV
lowest unoccupied orbital energy: -0.1 eV
HOMO: -0.3330 hartree
structure (SMILES): CSC(C=O)C=O
energy: -704.57556 Eh

=====

The following is a DFT calculation (the ωB97M-V functional and the def2-TZVPD basis) of the molecule C4H6O2S.

```
13
Properties=species:S:1:pos:R:3:forces:R:3:nbo_charge:R:1
H 0.918509 0.498566 -1.463904 0.03 0.06 0.04 0.241
H -0.826963 0.937844 1.025161 -0.12 0.04 0.00 0.235
C 0.761491 0.832865 -0.436996 -0.41 0.00 -0.09 -0.492
H -2.541275 -2.023577 0.117735 0.28 0.10 -0.03 0.499
C 1.740829 0.144878 0.448061 0.78 -0.10 -0.19 -0.231
C -0.680964 0.597005 -0.002402 0.18 -0.17 -0.12 -0.514
O -0.249132 -1.773817 -0.187525 0.23 -0.11 -0.06 -0.583
O -2.340746 -1.073781 0.127221 -0.65 0.08 0.09 -0.683
H -1.382421 1.141412 -0.633801 -0.05 0.01 0.07 0.244
H 1.421195 -0.066353 1.465817 -0.09 0.01 0.09 0.188
H 0.971543 1.907644 -0.414416 0.00 -0.04 0.03 0.243
C -1.028819 -0.874412 -0.041879 0.00 0.09 0.01 0.793
S 3.236759 -0.248277 -0.003077 -0.18 0.03 0.16 0.058
```
Forces are in eV/Å.

Properties
energy above the lowest of the compared OMol25 structures with the same formula, charge and spin: 0.0 kcal per mole
Kohn-Sham gap: 8.62 eV
lowest unoccupied orbital energy: 0.0 eV
HOMO: -0.3155 hartree
structure (SMILES): O=C(O)CCC=S
energy: -704.67953 Eh

=====

The following is a DFT calculation (the ωB97M-V functional and the def2-TZVPD basis) of the molecule C4H6O2S at a distorted geometry.

```
13
Properties=species:S:1:pos:R:3:forces:R:3:nbo_charge:R:1
C 1.439261 -0.716261 -0.146552 -0.03 -3.20 -1.25 -0.425
H 2.269744 1.089923 -0.782947 -0.42 0.04 0.66 0.114
H -0.706356 0.863107 -0.825846 -0.09 0.01 0.84 0.193
O -2.564687 1.044288 -0.311840 -2.14 0.34 0.02 -0.676
H 2.265220 -1.134194 -0.725231 0.07 -0.15 0.34 0.223
S -1.131678 -1.149172 0.384262 -3.38 -1.14 0.27 0.301
H -3.288827 0.767085 0.261832 0.23 0.05 0.24 0.483
C -1.346598 0.663110 0.065231 3.79 -1.27 -0.24 -0.162
O 1.220830 1.354979 0.959437 0.07 -0.44 -0.65 -0.570
C 0.415455 -1.590806 0.082274 2.79 -1.25 -0.33 -0.329
H -0.793781 0.911231 0.993005 -1.09 1.67 -0.41 0.230
C 1.599176 0.656380 0.022313 0.81 2.65 0.48 0.357
H 0.622244 -2.759674 0.024067 -0.61 2.69 0.03 0.260
```
Forces are in eV/Å.

Properties
energy above the lowest of the compared OMol25 structures with the same formula, charge and spin: 57.0 kcal per mole
Kohn-Sham gap: 8.73 eV
lowest unoccupied orbital energy: 0.0 eV
HOMO: -0.3192 hartree
structure (SMILES): O=C/C=C\SCO
energy: -704.58862 Eh

=====

The following is a DFT calculation (the ωB97M-V functional and the def2-TZVPD basis) of the molecule C4H6O2S at a distorted geometry.

```
13
Properties=species:S:1:pos:R:3:forces:R:3:nbo_charge:R:1
C -1.278881 -0.517479 0.080208 -2.17 -3.48 -1.85 -0.328
C -0.091025 0.166236 -0.024653 0.35 -1.62 -0.80 -0.316
S -3.119278 0.042874 -0.225460 2.18 -0.28 1.63 1.748
H -1.417515 -1.624607 -0.269600 0.76 1.83 1.01 0.207
H 2.295803 1.380966 0.063500 -0.94 3.31 0.61 0.221
H 1.385210 -1.481885 -0.380671 -0.84 2.02 0.27 0.200
C 1.209738 -0.343914 -0.207349 -2.43 -3.13 0.28 -0.020
H 2.948240 0.111111 0.927235 0.32 -0.70 1.74 0.241
H -0.308863 1.174321 0.018779 0.54 2.50 0.40 0.225
H 3.117249 0.308551 -0.634851 2.34 -1.07 -2.90 0.235
C 2.400298 0.373009 0.072943 -0.08 0.09 0.55 -0.686
O -3.209162 1.433404 0.208167 -0.43 -0.54 -0.30 -0.867
O -3.931820 -1.022586 0.371747 0.40 1.06 -0.63 -0.860
```
Forces are in eV/Å.

Properties
energy above the lowest of the compared OMol25 structures with the same formula, charge and spin: 102.6 kcal per mole
Kohn-Sham gap (alpha / beta): 7.79 / 6.63 eV
lowest unoccupied orbital energy (alpha / beta): -1.5 / -2.0 eV
HOMO (alpha / beta): -0.3402 / -0.3189 hartree
structure (SMILES): C/C=C/C=S(=O)=O
energy: -704.51600 Eh

=====

The following is a DFT calculation (the ωB97M-V functional and the def2-TZVPD basis) of the molecule C4H6O2S2 at a distorted geometry.

```
14
Properties=species:S:1:pos:R:3:forces:R:3:nbo_charge:R:1
H 1.763745 0.177530 0.965593 -0.47 -0.05 -0.10 0.243
H -0.172925 1.957356 1.546035 0.09 0.43 0.36 0.218
O 0.104120 -0.343621 -1.922939 -0.01 0.14 -0.52 -0.514
C -0.136747 0.405216 -1.033635 0.33 -0.51 -0.28 0.422
C -0.371174 0.089670 0.436586 -1.13 0.15 -0.72 0.100
S -0.349805 2.167390 -0.908607 -0.11 -0.16 0.19 0.207
H 0.638537 -0.418044 2.222982 0.21 0.08 -0.58 0.241
H 0.559901 -2.814721 1.584502 0.09 0.43 -0.11 0.133
O -1.461872 -0.815760 0.608334 0.29 0.23 -0.27 -0.710
S 1.211287 -2.125985 0.620774 0.30 -0.25 0.08 -0.035
C 0.845511 -0.405773 1.132855 0.67 -0.87 1.33 -0.535
C -0.771898 1.540557 0.758687 0.12 -0.60 0.14 -0.507
H -1.282116 -1.606815 0.057968 0.06 0.54 0.37 0.494
H -1.822972 1.539235 0.978135 -0.43 0.43 0.10 0.241
```
Forces are in eV/Å.

Properties
energy above the lowest of the compared OMol25 structures with the same formula, charge and spin: 27.6 kcal per mole
Kohn-Sham gap: 9.97 eV
lowest unoccupied orbital energy: 0.6 eV
HOMO: -0.3450 hartree
structure (SMILES): O=C1SC[C@]1(O)CS
energy: -1102.85396 Eh

=====

The following is a DFT calculation (the ωB97M-V functional and the def2-TZVPD basis) of a structure of composition C4H6O2S3 at a distorted geometry.

```
15
Properties=species:S:1:pos:R:3:forces:R:3:nbo_charge:R:1
H -1.563613 1.638825 -1.949839 0.06 0.01 -1.86 0.253
H 0.695665 -2.187823 1.262296 0.46 0.38 -0.04 0.238
S 1.189220 1.348091 0.580567 -0.31 -0.19 0.89 0.136
O -2.384331 -0.853627 -0.052369 -0.80 -0.85 1.38 -0.937
H -0.837151 2.059463 -0.362618 -1.50 -0.21 -1.52 0.231
C 0.182543 -0.144757 0.902907 -2.87 1.24 3.00 -0.585
C 2.282165 -1.210043 0.308720 1.23 1.24 -0.92 -0.307
H -2.590779 1.923887 -0.460420 -0.46 -0.65 -0.21 0.247
C -1.703299 1.521048 -0.929950 3.04 0.33 4.45 -0.843
H -0.446204 -0.355557 2.110779 1.80 1.58 -3.73 0.292
O -0.470437 -0.729417 -1.586622 -0.12 0.55 0.90 -0.955
H 3.131983 -1.879805 0.240072 -0.64 -0.50 0.11 0.257
S -1.187760 -0.190602 -0.434474 0.27 0.12 -2.93 2.090
C 1.102162 -1.247300 0.857912 -1.14 -3.67 0.86 -0.291
S 2.599837 0.307615 -0.486960 1.00 0.62 -0.39 0.176
```
Forces are in eV/Å.

Properties
energy above the lowest of the compared OMol25 structures with the same formula, charge and spin: 0.0 kcal per mole
Kohn-Sham gap: 8.31 eV
lowest unoccupied orbital energy: 0.0 eV
HOMO: -0.3062 hartree
energy: -1500.94146 Eh

=====

The following is a DFT calculation (the ωB97M-V functional and the def2-TZVPD basis) of a cluster of 2 separate species, C4H6O2Si in total at a distorted geometry.

```
13
Properties=species:S:1:pos:R:3:forces:R:3:lowdin_spin:R:1
Si 0.435523 -0.461582 -1.812185 1.32 -1.11 0.37 1.400
H -2.177253 5.570450 -1.235251 0.59 -0.56 0.14 0.000
C 0.452789 -2.701554 1.509125 -2.44 0.29 0.65 0.013
C 0.659288 -0.925070 0.061115 -0.90 1.11 1.32 0.250
O 0.763985 -0.236852 1.063694 0.23 0.02 -1.70 0.067
H 1.363780 -1.541027 -2.407095 -0.74 0.74 -0.30 0.164
O 0.516162 -2.259935 0.152852 0.34 -0.08 -0.04 0.073
H -0.278883 -3.556527 1.556956 0.79 1.11 0.05 0.001
H 1.364851 -2.944597 1.922804 2.40 -1.26 0.13 0.002
C -1.608696 4.657486 -1.098483 -2.45 4.15 -0.54 0.000
H -0.628570 2.605389 -0.938694 -0.86 1.83 0.29 0.020
H 0.263104 -1.817721 2.160164 -1.01 -0.84 -0.50 0.001
C -1.126082 3.611540 -0.935001 2.73 -5.40 0.14 0.007
```
Forces are in eV/Å.

Properties
energy above the lowest of the compared OMol25 structures with the same formula, charge and spin: 0.0 kcal per mole
Kohn-Sham gap (alpha / beta): 8.67 / 7.44 eV
spin multiplicity: 3
lowest unoccupied orbital energy (alpha / beta): 0.9 / -2.8 eV
HOMO (alpha / beta): -0.2863 / -0.3756 hartree
energy: -595.74940 Eh

=====

The following is a DFT calculation (the ωB97M-V functional and the def2-TZVPD basis) of a structure of composition C4H6O2Y at a distorted geometry.

```
13
Properties=species:S:1:pos:R:3:forces:R:3:mulliken_charge:R:1
Y -1.217276 -1.713596 -1.348724 0.91 1.69 1.01 1.608
C 0.796438 -0.418099 1.577509 1.45 1.12 -0.83 0.135
O -0.106712 0.377756 0.973502 -0.55 0.17 -0.77 -0.283
C -0.109769 0.366185 -0.472517 -1.44 -0.31 -0.42 -0.818
H 0.727985 0.977411 -0.839440 -0.11 -0.52 -0.03 0.484
H -1.222051 1.588413 -1.852320 -0.26 -0.44 0.28 0.247
C 1.689220 -1.120441 0.840024 -0.70 1.32 -1.62 -0.723
H -1.910252 1.542994 -0.207350 -0.06 -0.38 -0.39 0.285
H 1.776525 -0.535213 -0.227651 0.43 -2.91 2.51 0.226
O -2.328490 -0.106817 -1.399482 -0.33 -1.54 -0.37 -0.632
C -1.442787 0.918882 -0.995525 1.16 2.32 0.95 -0.196
H 1.051210 -0.030711 2.568729 -1.01 -1.10 0.41 0.363
H 2.295958 -1.846763 1.383244 0.52 0.58 -0.74 0.305
```
Forces are in eV/Å.

Properties
energy above the lowest of the compared OMol25 structures with the same formula, charge and spin: 8.1 kcal per mole
charge: +1
Kohn-Sham gap: 6.44 eV
lowest unoccupied orbital energy: -5.8 eV
HOMO: -0.4511 hartree
energy: -344.42278 Eh

=====

The following is a DFT calculation (the ωB97M-V functional and the def2-TZVPD basis) of the molecule C4H6O3S at a distorted geometry.

```
14
Properties=species:S:1:pos:R:3:forces:R:3:nbo_charge:R:1
O -1.956213 1.679055 -1.959003 1.41 -1.70 1.08 -0.920
O 0.438216 1.444836 -1.615879 2.52 1.03 0.55 -0.925
O -0.749524 -0.599890 -2.112847 -0.67 1.84 0.30 -0.868
C 1.763661 -1.103978 1.469378 2.67 3.37 -0.94 -0.324
H 1.633502 -2.013361 1.929438 -1.30 -1.79 0.84 0.206
H 1.492235 0.753193 0.644649 1.13 1.91 -1.04 0.228
H -0.931050 -0.654652 1.854178 -0.04 -0.24 1.67 0.222
C -1.274662 0.356091 0.234057 0.94 1.23 -1.01 -0.486
H 2.818569 -0.803630 1.418422 -0.02 -0.79 -0.13 0.195
S -0.834056 0.910516 -1.399960 -3.57 -0.62 -1.33 2.299
H -2.306704 0.491988 0.411374 -1.04 -0.39 -0.04 0.247
C -0.415605 -0.064126 1.149352 0.05 -0.40 -1.83 -0.127
C 1.040155 -0.079737 1.026300 -2.10 -2.87 1.79 -0.238
H -0.718525 -0.316306 -3.049459 0.02 -0.59 0.10 0.491
```
Forces are in eV/Å.

Properties
energy above the lowest of the compared OMol25 structures with the same formula, charge and spin: 63.8 kcal per mole
Kohn-Sham gap: 9.80 eV
lowest unoccupied orbital energy: -0.2 eV
HOMO: -0.3683 hartree
structure (SMILES): C=C/C=C\S(=O)(=O)O
energy: -779.82855 Eh

=====

The following is a DFT calculation (the ωB97M-V functional and the def2-TZVPD basis) of the molecule C4H6O3Si at a distorted geometry.

```
14
Properties=species:S:1:pos:R:3:forces:R:3:lowdin_spin:R:1
O 2.101030 -0.355630 -1.256082 -0.81 -0.80 0.30 0.024
C -0.404237 -0.983867 -0.218356 3.06 -4.39 -0.69 0.446
H 0.342460 2.550021 0.340985 -0.14 0.44 -0.24 0.028
H -2.181231 1.897986 0.470639 2.09 -1.77 -1.05 0.006
H -2.563981 -0.682603 -0.127784 1.87 1.00 0.40 0.008
C -0.002019 1.590529 -0.001828 4.00 0.43 0.19 0.502
Si 1.110421 0.113998 -0.060742 -1.25 -1.14 -0.25 0.124
O -0.624193 -2.392494 -0.416829 0.85 2.56 0.27 0.169
H 2.679705 0.197757 -1.718329 1.27 1.19 -0.91 0.000
H 1.901904 -0.452206 2.184992 -0.02 1.55 -3.11 0.001
C -1.285412 1.180781 0.130847 -6.05 -1.45 0.77 0.317
C -1.495881 -0.219693 -0.053267 -5.63 3.93 0.50 0.340
H -1.575169 -2.484594 -0.555073 0.00 -0.14 0.05 0.000
O 1.996601 0.040015 1.280827 0.76 -1.41 3.77 0.036
```
Forces are in eV/Å.

Properties
energy above the lowest of the compared OMol25 structures with the same formula, charge and spin: 0.0 kcal per mole
Kohn-Sham gap (alpha / beta): 6.53 / 8.52 eV
spin multiplicity: 3
lowest unoccupied orbital energy (alpha / beta): 0.6 / -1.8 eV
HOMO (alpha / beta): -0.2164 / -0.3795 hartree
energy: -671.17646 Eh

=====

The following is a DFT calculation (the ωB97M-V functional and the def2-TZVPD basis) of the molecule C4H6O4 at a distorted geometry.

```
14
Properties=species:S:1:pos:R:3:forces:R:3:nbo_charge:R:1
C 0.368762 -0.447401 -0.458956 1.32 -1.16 -1.49 0.458
H 0.624611 -2.292898 0.616368 -0.21 0.21 -0.03 0.188
O -1.191448 -1.527103 1.094379 0.53 0.19 -0.72 -0.692
H 1.532229 -0.579617 -2.066362 -0.42 0.07 0.35 0.494
H -0.206860 2.842910 -0.640600 0.08 -0.43 0.20 0.226
C -0.437338 0.737811 -0.643432 1.64 3.08 0.34 0.177
H 0.834859 0.195974 1.821717 0.16 -0.12 0.10 0.476
C 0.178002 -1.308505 0.788803 -0.49 -0.86 1.45 0.318
C -0.859058 1.983703 -0.760572 -2.94 -0.38 -0.85 -0.435
H -1.895820 2.181857 -1.010948 0.08 0.09 -0.11 0.206
O 0.931155 0.799153 -0.233527 1.28 -1.37 0.25 -0.497
H -1.613063 -0.656323 1.137446 -0.05 -0.17 0.06 0.466
O 0.920516 -1.162217 -1.584182 -0.91 0.66 1.67 -0.691
O 0.813454 -0.767343 1.939865 -0.07 0.20 -1.23 -0.693
```
Forces are in eV/Å.

Properties
energy above the lowest of the compared OMol25 structures with the same formula, charge and spin: 99.5 kcal per mole
Kohn-Sham gap: 10.69 eV
lowest unoccupied orbital energy: 0.7 eV
HOMO: -0.3685 hartree
structure (SMILES): C=C1O[C@@]1(O)C(O)O
energy: -456.86234 Eh

=====

The following is a DFT calculation (the ωB97M-V functional and the def2-TZVPD basis) of the molecule C4H6O4 at a distorted geometry.

```
14
Properties=species:S:1:pos:R:3:forces:R:3:nbo_charge:R:1
O 2.084635 -1.268798 -0.846198 0.00 0.67 -0.08 -0.578
H -0.580058 -0.128514 -1.440879 -0.17 -0.25 0.29 0.246
H -0.434437 -1.011122 1.127703 -0.62 0.00 -0.62 0.255
O -1.950763 1.874795 -1.233838 0.10 0.21 -0.48 -0.707
O -1.551191 1.703473 0.959365 0.57 0.38 0.14 -0.590
C -1.203967 1.485019 -0.167452 -1.49 -1.77 -0.67 0.804
H -2.827414 2.227261 -0.990416 0.69 0.05 0.40 0.499
H 2.245579 -2.852973 1.060684 0.26 0.19 -0.74 0.500
C -0.142727 0.441857 -0.622962 -1.64 1.57 0.90 -0.513
H 0.607383 1.039712 -1.138186 0.75 -0.34 0.46 0.253
O 1.511982 -2.230015 1.090290 -0.14 -0.26 1.16 -0.712
C 0.266632 -0.357285 0.622817 1.85 0.36 -1.73 -0.520
H 0.536821 0.335128 1.420994 0.52 -0.03 -0.14 0.259
C 1.437526 -1.258539 0.158072 -0.68 -0.78 1.11 0.806
```
Forces are in eV/Å.

Properties
energy above the lowest of the compared OMol25 structures with the same formula, charge and spin: 10.7 kcal per mole
Kohn-Sham gap: 11.29 eV
lowest unoccupied orbital energy: 0.6 eV
HOMO: -0.3923 hartree
structure (SMILES): O=C(O)CCC(=O)O
energy: -457.00387 Eh

=====

energy above the lowest of the compared OMol25 structures with the same formula, charge and spin of number 5 (C4H6O2S2)? 27.6 kcal per mole